The following is a quantum chemistry calculation of a molecular structure, C43H61F5O8S5 in a non-equilibrium geometry, from the OMol25 dataset.

```
122
Properties=species:S:1:pos:R:3:lowdin_charge:R:1
S 12.955 -43.250 7.762 0.896
S 17.865 -42.604 0.005 0.940
S 16.611 -41.235 9.600 0.949
S 14.953 -42.209 -1.423 0.919
S 17.405 -46.291 5.488 0.984
F 20.101 -42.215 3.035 0.066
F 14.345 -37.479 4.821 0.046
F 21.390 -41.549 6.141 0.061
F 14.461 -45.167 4.563 -0.048
F 11.142 -39.272 3.681 0.009
O 16.012 -43.183 -1.909 -0.614
O 13.688 -44.456 8.420 -0.515
O 17.449 -43.535 4.075 -0.064
O 17.924 -47.073 4.299 -0.529
O 16.358 -41.675 3.234 -0.024
O 18.105 -41.082 0.021 -0.500
O 15.492 -42.815 4.998 -0.039
O 17.320 -42.354 10.352 -0.519
C 16.691 -37.960 5.316 0.015
C 16.548 -42.720 4.124 -0.407
C 15.647 -46.666 5.945 -0.167
C 16.690 -45.463 1.773 -0.068
C 20.123 -46.317 3.590 -0.032
C 11.563 -41.639 4.049 -0.009
C 17.129 -41.603 2.030 -0.124
C 15.755 -45.320 0.756 -0.024
C 21.099 -44.151 3.889 0.006
C 17.723 -38.993 5.529 -0.014
C 18.218 -43.414 6.151 -0.072
C 14.395 -45.141 1.019 -0.092
C 19.779 -41.812 7.843 0.007
C 18.672 -43.257 -1.553 -0.206
C 15.603 -40.936 -0.262 -0.265
C 19.245 -43.260 1.026 -0.199
C 20.183 -42.019 6.511 -0.236
C 19.998 -43.543 3.257 -0.388
C 18.878 -44.261 2.966 -0.195
C 15.159 -40.663 10.559 -0.237
C 11.407 -42.836 8.659 -0.210
C 15.695 -41.621 8.042 -0.281
C 19.401 -42.788 5.644 0.028
C 13.920 -43.056 -0.210 -0.278
C 12.441 -43.716 6.105 -0.264
C 11.938 -40.438 3.516 -0.222
C 17.250 -40.256 5.842 -0.055
C 21.244 -45.550 3.939 -0.042
C 15.870 -40.603 5.792 -0.161
C 14.897 -45.130 3.323 -0.255
C 18.936 -45.668 3.172 -0.138
C 13.990 -45.049 2.357 -0.043
C 14.944 -39.680 5.371 0.006
C 13.620 -42.600 3.234 -0.058
C 15.337 -43.877 5.966 -0.088
C 13.107 -40.307 2.775 0.001
C 16.293 -45.375 3.043 -0.018
C 18.661 -42.421 8.352 -0.137
C 17.850 -43.105 7.476 -0.161
C 15.339 -38.344 5.139 -0.246
C 12.397 -42.776 3.878 -0.124
C 14.023 -41.363 2.649 -0.038
C 18.237 -46.935 6.988 -0.172
H 20.048 -47.383 3.741 0.107
H 16.093 -45.383 -0.268 0.118
H 13.415 -43.894 -0.690 0.058
H 12.071 -43.736 4.250 0.088
H 19.210 -47.396 6.817 0.063
H 11.705 -44.512 6.223 0.100
H 17.574 -47.653 7.471 0.048
H 17.704 -44.252 5.702 0.020
H 13.183 -42.305 0.073 0.073
H 15.254 -40.916 0.771 0.010
H 15.633 -41.615 6.087 0.055
H 15.403 -40.754 7.449 0.055
H 19.456 -42.647 -2.004 0.061
H 17.021 -40.657 1.500 0.113
H 15.349 -47.692 5.729 0.079
H 17.019 -45.432 3.840 0.022
H 16.947 -42.481 1.409 -0.002
H 14.625 -41.562 10.867 0.051
H 19.062 -44.274 -1.509 0.060
H 14.533 -39.970 9.997 0.055
H 13.332 -39.405 2.224 0.128
H 18.163 -41.655 2.372 0.106
H 18.769 -38.723 5.538 0.102
H 14.282 -44.151 5.975 0.014
H 17.969 -43.861 2.542 0.084
H 15.252 -39.981 -0.653 0.070
H 20.449 -41.410 8.589 0.118
H 19.473 -42.733 1.953 -0.013
H 10.641 -43.429 8.159 0.039
H 14.913 -41.316 2.038 0.056
H 14.432 -43.333 0.712 0.027
H 14.769 -42.114 8.338 -0.011
H 11.191 -41.792 8.434 0.050
H 13.607 -44.989 0.297 0.084
H 11.304 -43.025 9.727 0.064
H 12.945 -44.974 2.622 0.141
H 15.384 -40.092 11.460 0.049
H 14.264 -43.435 2.997 0.055
H 21.799 -43.519 4.416 0.122
H 14.954 -46.054 5.368 -0.029
H 13.918 -39.956 5.174 0.107
H 18.086 -46.318 3.024 0.041
H 18.433 -46.237 7.802 0.058
H 15.407 -46.663 7.008 0.082
H 18.422 -42.356 9.404 -0.003
H 20.117 -43.086 0.396 0.095
H 19.106 -44.314 1.264 0.069
H 15.707 -43.608 6.956 0.063
H 17.962 -43.248 -2.380 0.020
H 15.912 -44.743 5.641 0.031
H 17.018 -43.667 7.874 0.103
H 12.040 -42.896 5.508 0.011
H 22.186 -45.909 4.328 0.098
H 16.680 -41.078 -0.351 -0.070
H 13.346 -44.090 5.625 0.002
H 16.295 -42.270 7.402 -0.015
H 17.699 -45.638 1.428 0.123
H 10.664 -41.818 4.621 0.129
H 19.703 -42.903 4.613 0.044
H 17.925 -41.061 6.093 0.073
H 16.976 -36.930 5.161 0.096
```

Summary:
**Largest force on an atom**: 7.41 eV/A
**Total charge**: 0
**Frontier orbital gap**: 0.291 Eh
**HOMO**: -7.9 eV
**DFT total energy**: -4765.92377 a.u.